(1)
The following is a quantum chemistry calculation of C6H8S in the gas phase in a non-equilibrium geometry, from the Open Molecules 2025 dataset.

Results
* relative energy (zero: lowest compared OMol25 entry of this formula, charge and spin): 398.5 kJ/mol
* E: -631.43938 hartree
* F_max: 4.19 eV Å⁻¹
* SMILES: C[C@@H]1C#CCCS1
* HOMO energy: -0.3233 Ha

Structure (XYZ):
```
15
Properties=species:S:1:pos:R:3:forces:R:3:mulliken_charge:R:1
C -1.974999 0.401098 0.812701 -3.39 1.27 0.40 -1.074
C -0.728155 1.223244 0.755410 1.75 -0.02 -3.55 0.157
C -0.363730 1.481933 -0.956922 -1.36 0.45 3.94 -0.481
C 0.575415 0.897007 -1.438575 -0.68 0.50 -1.65 -0.049
C 1.787511 0.160330 -1.479537 0.30 1.64 1.45 -0.268
C 1.502937 -0.532150 -0.080524 0.17 -0.35 -0.21 -0.636
S 0.848061 0.464682 1.233830 0.04 0.20 1.13 -0.125
H -1.974917 -0.637798 1.036543 1.12 -1.03 -0.05 0.339
H -2.589575 0.492094 -0.134736 0.76 0.10 1.14 0.312
H -2.653647 0.758929 1.664411 0.83 -0.06 -1.14 0.295
H -0.687730 2.119220 1.398280 -0.55 -0.13 -0.83 0.370
H 1.838339 -0.583466 -2.241958 0.48 -0.40 -0.54 0.277
H 2.600956 0.948856 -1.449736 -0.35 -1.47 -0.14 0.233
H 0.901417 -1.422340 -0.300681 0.23 0.13 0.28 0.354
H 2.411934 -0.753913 0.454569 0.66 -0.81 -0.23 0.298
```
Positions in Å, forces in eV/Å.


(2)
The following is a quantum chemistry calculation of a 5-piece molecular cluster, C26H39O11P overall in a non-equilibrium geometry, from the Open Molecules 2025 dataset.

Results
* E: -2183.10990 hartree
* F_max: 1.47 eV Å⁻¹
* SMILES: O=[PH2]c1cccc2c1C(=O)C=CC2=O.CCOC(C)=O.CCOC(C)=O.CCOC(C)=O.CCOC(C)=O
* HOMO energy: -0.3587 Ha

Structure (XYZ):
```
77
Properties=species:S:1:pos:R:3:forces:R:3:mulliken_charge:R:1
O -8.352880 -1.032096 0.930491 0.04 -0.13 0.15 -0.705
P -6.876337 -0.896314 0.832303 -1.46 -0.05 0.10 0.577
C -6.186965 -0.304174 2.414812 0.63 -0.01 -0.62 0.490
C -6.584878 -1.051396 3.521929 -0.06 -0.10 0.10 -0.727
C -6.178202 -0.717770 4.802841 0.16 0.36 -0.44 -0.780
C -5.374370 0.398114 4.975040 -0.14 -0.32 0.18 -0.550
C -4.956172 1.145408 3.885192 -0.07 -0.02 0.22 0.444
C -5.340085 0.799796 2.582705 -0.24 -0.36 0.51 0.505
C -4.812574 1.620560 1.468092 0.18 0.25 0.21 0.391
O -4.720275 1.236966 0.323969 -0.11 -0.30 -0.25 -0.495
C -4.327982 2.975754 1.813772 -0.01 0.28 0.20 -0.621
C -3.976083 3.311003 3.051134 -0.24 0.04 -0.44 -0.617
C -4.089595 2.326441 4.146601 -0.01 0.08 -0.34 0.372
O -3.496634 2.484242 5.184989 0.12 0.06 0.52 -0.610
H -6.543903 -0.040549 -0.220741 0.51 -0.12 0.12 0.016
H -6.270253 -2.148894 0.591867 0.46 0.30 -0.03 0.096
H -7.215491 -1.919471 3.387428 -0.11 0.01 -0.14 0.425
H -6.469588 -1.315294 5.650711 -0.04 -0.08 0.05 0.421
H -5.072727 0.666210 5.975583 0.21 0.19 -0.03 0.425
H -4.221719 3.681890 1.003983 0.03 -0.08 -0.22 0.427
H -3.594257 4.300271 3.251999 0.18 -0.01 0.28 0.451
C -3.575550 0.808553 -2.661360 -0.05 0.11 -0.17 -0.863
C -2.227733 0.241576 -2.274630 -0.26 0.17 -0.04 -0.308
O -1.655310 -0.531704 -3.337484 0.21 -0.32 0.20 -0.387
C -0.926296 0.000346 -4.336177 -0.14 0.28 -0.20 0.785
C -0.927371 1.500101 -4.530822 0.33 0.12 0.34 -1.039
O -0.345365 -0.727124 -5.093052 0.00 -0.12 0.11 -0.574
H -3.500456 1.497525 -3.503935 0.07 0.03 0.03 0.285
H -4.012934 1.338927 -1.817522 0.00 -0.05 -0.04 0.152
H -4.249265 0.006165 -2.963819 0.01 -0.04 0.08 0.309
H -1.534439 1.012792 -1.935870 0.00 0.04 -0.09 0.283
H -2.349367 -0.451009 -1.442674 0.07 -0.11 -0.08 0.445
H -1.708628 1.762246 -5.242586 -0.02 0.00 0.01 0.309
H 0.037698 1.786668 -4.941735 -0.05 -0.08 -0.17 0.310
H -1.067944 2.067656 -3.613522 -0.17 -0.01 -0.04 0.354
C -0.738643 0.279406 5.671460 -0.06 -0.05 -0.20 -0.750
C -1.515682 -0.655386 6.574118 0.26 0.19 -0.02 -0.489
O -2.670190 -1.190037 5.917491 -0.22 -0.04 0.22 -0.344
C -2.641993 -2.290040 5.142508 0.11 0.09 -0.26 0.837
C -1.313875 -2.858378 4.702821 0.08 -0.24 0.36 -1.059
O -3.685739 -2.746322 4.760187 -0.06 -0.03 0.03 -0.553
H -0.347849 -0.238291 4.794842 0.08 -0.04 0.05 0.264
H 0.099242 0.721084 6.211059 0.00 0.00 0.01 0.389
H -1.387336 1.079672 5.314757 0.00 0.02 0.11 0.073
H -0.895363 -1.457330 6.977467 -0.01 -0.04 -0.07 0.402
H -1.903851 -0.101780 7.427535 -0.13 -0.04 -0.03 0.325
H -1.049708 -2.427185 3.738122 0.01 0.03 0.00 0.254
H -1.427612 -3.933705 4.590434 -0.10 0.03 -0.15 0.331
H -0.502858 -2.689859 5.406934 0.02 0.15 -0.09 0.347
C 4.552755 -0.559546 -2.275128 -0.11 -0.01 -0.02 -0.532
C 3.915247 -1.359704 -1.161537 0.12 0.02 -0.26 -0.569
O 3.400435 -0.524409 -0.111071 0.06 -0.18 0.26 -0.392
C 2.177435 0.023795 -0.142387 -0.07 0.27 -0.17 0.488
C 1.393246 0.014641 -1.434482 -0.17 -0.49 0.01 -0.462
O 1.755629 0.571778 0.842294 0.03 -0.06 0.04 -0.606
H 3.826500 0.089704 -2.767294 -0.02 -0.06 -0.04 0.221
H 4.992817 -1.218048 -3.032297 -0.21 0.24 0.32 0.223
H 5.339883 0.081811 -1.875556 0.04 -0.06 0.01 0.277
H 3.139844 -2.033573 -1.528743 -0.04 0.06 0.00 0.401
H 4.667415 -1.982970 -0.680314 -0.04 0.05 0.13 0.352
H 1.586745 0.940377 -1.975640 0.04 -0.01 0.00 0.276
H 0.337000 -0.042125 -1.186123 0.01 0.17 0.09 0.032
H 1.608279 -0.834930 -2.078009 0.12 0.13 -0.11 0.334
C 9.124896 1.527739 -5.522058 -0.08 -0.09 -0.11 -0.977
C 8.754933 0.918400 -4.185972 0.19 0.13 -0.12 -0.445
O 7.506896 0.221400 -4.245421 -0.14 0.08 0.26 -0.373
C 7.395083 -1.060216 -4.637082 0.02 -0.11 -0.29 0.830
C 8.562612 -1.737346 -5.314587 0.23 -0.11 0.37 -1.104
O 6.338276 -1.615096 -4.497833 0.25 -0.06 -0.23 -0.593
H 9.266567 0.764064 -6.286971 0.07 -0.01 0.03 0.274
H 10.046580 2.103426 -5.435656 0.00 0.01 0.02 0.357
H 8.329674 2.188097 -5.867499 0.01 0.04 0.06 0.310
H 9.540484 0.271188 -3.793656 -0.02 -0.05 -0.05 0.364
H 8.605416 1.707369 -3.450886 -0.12 -0.05 0.03 0.339
H 8.457055 -1.621017 -6.392250 0.00 0.02 -0.01 0.286
H 8.528007 -2.795637 -5.068733 -0.15 -0.02 -0.11 0.320
H 9.535678 -1.364434 -5.004360 -0.02 0.11 -0.12 0.344
```
Positions in Å, forces in eV/Å.


(3)
The following is a quantum chemistry calculation of a 5-piece molecular cluster, C8H13BrCl13FSi overall, from the Open Molecules 2025 dataset.

Results
* E: -9258.59644 hartree
* F_max: 0.50 eV Å⁻¹
* SMILES: C[Si@@](Cl)(Br)CCCF.ClC(Cl)Cl.ClC(Cl)Cl.ClC(Cl)Cl.ClC(Cl)Cl
* HOMO energy: -0.3767 Ha

Structure (XYZ):
```
37
Properties=species:S:1:pos:R:3:forces:R:3:mulliken_charge:R:1
C 2.955797 -2.848383 1.279770 -0.15 0.04 -0.06 -1.025
Si 1.692061 -1.630830 0.677694 -0.06 0.14 -0.03 0.518
Cl 2.606706 0.229925 0.770739 -0.11 -0.06 -0.15 -0.304
Br 1.207691 -2.114093 -1.440495 -0.01 0.10 0.20 -0.208
C 0.151423 -1.512511 1.717012 0.01 -0.42 0.24 -0.081
C -0.433486 -2.874823 2.164999 0.05 0.18 0.07 -0.511
C -1.702107 -3.266000 1.435182 0.03 -0.19 0.46 -0.386
F -1.585656 -3.053913 0.071417 -0.01 0.07 -0.28 -0.282
H 3.446528 -2.454943 2.169751 0.07 -0.01 0.00 0.287
H 2.524174 -3.818766 1.518926 -0.04 -0.05 -0.05 0.353
H 3.686985 -2.988119 0.484554 0.13 0.00 0.07 0.285
H 0.447125 -0.946367 2.604508 0.03 0.08 -0.03 0.413
H -0.624493 -0.933195 1.224766 0.08 0.19 -0.15 -0.111
H -0.696195 -2.806980 3.223210 -0.03 -0.09 0.02 0.292
H 0.301624 -3.678862 2.098254 0.01 -0.01 -0.11 0.206
H -1.916481 -4.323570 1.592261 -0.05 -0.05 -0.05 0.323
H -2.552400 -2.687945 1.795040 -0.03 0.14 -0.08 0.246
Cl -5.465306 -0.231620 -0.065043 0.01 -0.01 0.00 -0.132
C -3.722450 0.033720 -0.082840 0.02 -0.01 -0.03 0.224
Cl -3.309345 1.454995 -1.043308 0.01 0.00 0.00 -0.116
Cl -3.093507 0.194579 1.557286 -0.11 -0.04 0.02 -0.137
H -3.253134 -0.829283 -0.538787 0.02 -0.01 0.00 0.163
Cl -3.186102 3.548693 2.810476 0.04 0.06 -0.01 -0.129
C -1.777862 4.104383 1.900014 0.04 -0.06 0.07 0.205
Cl -1.048279 5.515110 2.664446 -0.01 0.00 0.03 -0.117
Cl -0.588275 2.814377 1.714186 0.01 0.00 0.00 -0.041
H -2.112058 4.393434 0.913537 0.01 0.00 -0.04 0.067
Cl 1.735163 -2.668754 -5.204219 0.00 0.00 0.02 -0.118
C 3.457380 -2.284994 -5.226909 0.00 0.02 0.01 0.034
Cl 3.756117 -0.801227 -6.132803 0.01 0.00 -0.01 -0.125
Cl 4.105078 -2.165837 -3.592770 0.07 0.00 -0.08 -0.098
H 3.969567 -3.092360 -5.731727 0.01 -0.01 -0.01 0.293
Cl 1.205636 7.708107 -1.091978 0.00 0.00 -0.01 -0.122
C 0.195623 6.348646 -1.577578 0.04 -0.04 0.06 0.035
Cl 0.962079 4.813707 -1.183379 -0.01 -0.01 0.00 -0.085
Cl -1.400870 6.459135 -0.826703 -0.06 0.06 -0.09 -0.120
H 0.061250 6.394563 -2.649490 -0.01 0.01 -0.01 0.304
```
Positions in Å, forces in eV/Å.


(4)
The following is a quantum chemistry calculation of C21H30ClN3O3S in the gas phase, from the Open Molecules 2025 dataset.

Results
* relative energy (zero: lowest compared OMol25 entry of this formula, charge and spin): 14.3 kJ/mol
* E: -2066.65448 hartree
* F_max: 0.26 eV Å⁻¹
* SMILES: CC[C@H](C(=O)N[C@H]1CCCCN(C(=O)c2sc(C)cc2Cl)CC1)N1CCCC1=O
* HOMO energy: -0.3197 Ha

Structure (XYZ):
```
59
Properties=species:S:1:pos:R:3:forces:R:3:mulliken_charge:R:1
C -4.089045 -2.733034 -1.358436 -0.01 -0.01 0.00 -1.271
C -2.797498 -1.982342 -1.067078 -0.03 -0.01 0.04 -0.767
C -2.930642 -0.470731 -1.286685 -0.03 -0.02 0.06 -0.043
C -1.553164 0.175898 -1.126977 0.03 0.00 -0.09 -0.219
O -0.753801 0.073845 -2.046890 -0.03 0.10 -0.01 -0.678
N -1.281695 0.801901 0.034122 0.05 -0.03 0.10 0.072
C 0.064139 1.308729 0.289765 0.01 -0.04 -0.04 0.816
C 0.192005 2.714373 -0.300119 0.00 0.03 -0.01 -1.048
C 1.606076 3.306262 -0.399986 -0.01 0.01 0.00 -0.907
C 2.690796 2.306847 -0.821768 -0.01 0.00 -0.03 -0.343
C 3.484933 1.625340 0.296179 0.03 0.01 0.01 -1.200
N 2.742825 0.795739 1.247074 0.20 0.07 0.06 0.400
C 3.217148 -0.396436 1.719463 -0.23 -0.04 -0.11 0.684
O 2.899539 -0.835955 2.814558 0.01 -0.02 0.01 -0.657
C 4.095420 -1.234461 0.853258 -0.10 -0.14 0.01 -0.173
S 5.255304 -2.219892 1.661566 0.14 0.12 0.01 -0.231
C 5.675799 -3.056324 0.225562 -0.02 0.02 0.03 0.625
C 6.746723 -4.099005 0.219160 0.02 -0.02 0.00 -1.207
C 4.912548 -2.642291 -0.821029 0.01 -0.02 -0.05 -0.710
C 4.001334 -1.618227 -0.453294 0.00 0.00 0.03 0.372
Cl 2.814295 -1.054413 -1.568385 -0.01 0.01 -0.01 -0.181
C 1.809470 1.495640 2.129300 -0.02 0.03 0.05 -1.654
C 0.357880 1.189443 1.777747 -0.03 0.01 0.02 -0.705
N -4.019974 0.127847 -0.517077 0.00 0.05 -0.08 0.232
C -5.184262 0.663171 -1.212262 -0.06 -0.02 0.00 -0.561
C -6.028634 1.272327 -0.087985 0.04 -0.01 0.02 -0.642
C -5.614010 0.471732 1.147369 -0.03 -0.01 -0.06 -0.706
C -4.214285 -0.005767 0.817054 0.10 0.01 0.06 0.616
O -3.388379 -0.433642 1.610641 -0.04 -0.01 0.00 -0.714
H -3.947742 -3.806606 -1.235004 0.00 0.00 0.00 0.428
H -4.890468 -2.432480 -0.679749 0.01 0.01 0.00 0.231
H -4.428215 -2.556227 -2.382003 0.00 0.00 0.00 0.313
H -2.478350 -2.165463 -0.039810 0.00 0.00 0.00 0.362
H -1.998605 -2.325680 -1.725525 0.01 0.00 0.00 0.530
H -3.189968 -0.295857 -2.332035 0.04 -0.05 -0.02 0.550
H -1.874422 0.587799 0.827218 -0.07 -0.01 -0.02 0.362
H 0.746924 0.648081 -0.247586 0.00 0.00 0.01 -0.302
H -0.213533 2.650228 -1.312775 0.00 -0.01 0.00 0.434
H -0.461584 3.395184 0.255503 0.01 -0.01 0.01 0.201
H 1.563936 4.100715 -1.148248 0.00 0.00 0.00 0.488
H 1.896851 3.807747 0.525725 0.00 -0.01 0.00 0.346
H 2.260810 1.562370 -1.491397 0.00 -0.01 0.01 0.139
H 3.444370 2.837846 -1.410140 0.00 0.00 0.01 0.428
H 4.261948 1.010559 -0.153012 0.00 -0.01 0.00 0.658
H 3.996177 2.408266 0.873297 0.00 0.00 -0.01 0.360
H 6.845399 -4.521746 -0.779479 -0.01 0.00 0.00 0.347
H 7.711652 -3.680266 0.507406 0.00 0.00 0.00 0.293
H 6.515920 -4.910421 0.910323 0.00 0.00 0.00 0.313
H 4.973151 -3.051314 -1.819155 0.00 0.00 0.00 0.386
H 2.004587 1.188848 3.155358 0.00 -0.01 -0.01 0.593
H 2.016597 2.560994 2.059751 0.00 -0.01 -0.01 0.437
H -0.297378 1.854096 2.351751 0.01 0.01 -0.01 0.507
H 0.133722 0.167151 2.094198 0.01 0.00 -0.01 0.459
H -4.878255 1.401330 -1.954342 0.01 0.00 0.00 0.320
H -5.717309 -0.139340 -1.734512 0.00 0.00 0.01 0.334
H -5.759213 2.320630 0.043584 0.00 0.00 0.00 0.300
H -7.093684 1.221383 -0.302484 0.00 0.01 0.00 0.360
H -5.619996 1.033084 2.078197 0.01 0.00 0.01 0.375
H -6.234156 -0.417510 1.290121 0.00 0.01 0.00 0.249
```
Positions in Å, forces in eV/Å.